A structure of composition C34H53IrN5O11P2SSi, computed with ωB97M-V/def2-TZVPD.

The geometry in XYZ format:
```
108
Properties=species:S:1:pos:R:3
Ir -0.96479 -0.22349 -0.53460
C 0.00793 2.73068 2.44686
C -0.88990 2.11453 1.42933
O -0.37860 1.48708 0.46543
N -2.19698 2.29688 1.54741
C -3.15732 1.98738 0.49367
C -3.70358 0.58925 0.60486
C -5.00227 0.37665 1.02915
C -5.47808 -0.91716 1.17996
C -4.62444 -1.97043 0.90936
C -3.34273 -1.69555 0.47514
N -2.88834 -0.44212 0.31032
H 0.88854 2.10666 2.56485
H -0.49334 2.84805 3.40671
H 0.30768 3.71833 2.08934
H -2.52620 2.78847 2.36407
H -2.67473 2.13656 -0.46860
H -3.97422 2.70038 0.57555
H -5.63461 1.22738 1.24287
H -6.49286 -1.09478 1.50945
H -4.93706 -2.99872 1.01949
H -2.65830 -2.49113 0.22403
C -4.15501 -1.12133 -3.05578
C -2.80954 -0.96282 -3.74731
O -3.00364 -1.18758 -5.13192
P -2.11776 0.70700 -3.53037
O -0.87161 0.81994 -4.47222
O -3.15195 1.75278 -4.06024
O -1.81004 0.97402 -2.07330
P -1.47790 -2.06583 -3.11620
O -2.02128 -3.53021 -3.33474
O -0.26528 -1.72661 -3.91444
O -1.40700 -1.90857 -1.58538
H -4.89873 -0.52590 -3.58468
H -4.11224 -0.79955 -2.01662
H -4.45803 -2.16700 -3.09682
H -2.15841 -1.34769 -5.57394
H -0.34863 -0.03225 -4.42808
H -2.84654 2.39652 -4.71331
H -1.46403 -4.09021 -3.89142
C 3.78242 1.54659 2.80795
C 3.76702 0.84954 1.45685
C 4.86534 -0.19696 1.37320
C 3.90611 1.85979 0.33468
O 2.45812 0.20630 1.24502
Si 1.73092 -0.94083 2.10708
S -0.19036 -1.50238 1.10771
O 2.49492 -2.31965 2.28727
C 2.80610 -3.67976 1.87782
C 1.55558 -4.34713 1.33009
C 3.29428 -4.39079 3.12915
C 3.89474 -3.61005 0.81969
O 1.15696 -0.31454 3.48191
C 0.89314 -0.88754 4.79936
C 2.22098 -1.23051 5.45896
C 0.01297 -2.11868 4.64810
C 0.16927 0.20436 5.56606
H 4.76403 1.99096 2.97344
H 3.58696 0.84774 3.62009
H 3.04304 2.34597 2.84590
H 5.83920 0.29013 1.42898
H 4.80635 -0.73696 0.42726
H 4.79766 -0.91166 2.19416
H 4.80666 2.45611 0.48358
H 3.04371 2.52940 0.31472
H 3.98731 1.35201 -0.62371
H 0.75091 -4.33615 2.06589
H 1.77543 -5.38524 1.08206
H 1.20971 -3.85410 0.41778
H 2.51328 -4.41732 3.88977
H 4.16867 -3.88572 3.54011
H 3.57323 -5.41687 2.88911
H 3.55038 -3.04291 -0.04783
H 4.16072 -4.61513 0.49170
H 4.78861 -3.13151 1.21554
H 2.77217 -1.95977 4.86576
H 2.04795 -1.65448 6.44833
H 2.83119 -0.33477 5.57782
H 0.53013 -2.90235 4.09324
H -0.91305 -1.86631 4.12666
H -0.24679 -2.51710 5.62888
H 0.77814 1.10827 5.60436
H -0.03033 -0.11900 6.58737
H -0.78507 0.43602 5.08832
N 4.92962 1.28547 -4.34289
C 6.17759 0.95179 -4.82475
C 7.08789 1.63649 -5.62819
C 8.26400 0.97918 -5.91129
C 8.53327 -0.31380 -5.41782
C 7.63051 -0.98421 -4.62772
C 6.42731 -0.33564 -4.32902
N 5.35475 -0.76959 -3.57839
C 4.49198 0.21043 -3.61423
C 3.21481 0.15094 -2.91453
C 2.81601 -1.06318 -2.35360
C 1.63423 -1.13039 -1.66305
N 0.84459 -0.05654 -1.48162
C 1.22045 1.11598 -2.00636
C 2.37937 1.25224 -2.73680
H 4.42078 2.12378 -4.55954
H 6.88822 2.62811 -6.01115
H 9.00467 1.46676 -6.53053
H 9.47356 -0.78293 -5.67279
H 7.82948 -1.97698 -4.24845
H 3.43692 -1.93875 -2.47826
H 1.27838 -2.06458 -1.25039
H 0.56292 1.95380 -1.83000
H 2.62968 2.22968 -3.12484
```

Values from the calculation:
expectation value of S² = 0.75
spin multiplicity = 2
LUMO level (spin up / spin down) = -0.1874 / -0.2840 Ha
frontier orbital gap (spin up / spin down) = 0.2628 / 0.1661 Eh
total charge = +2

---

A structure of composition C34H53N4OP2Re, computed with ωB97M-V/def2-TZVPD.

The geometry in XYZ format:
```
95
Properties=species:S:1:pos:R:3
C -1.34259 -1.38222 -2.56030
C 0.75624 -2.29140 -1.97203
C -1.43198 -2.22418 -3.67480
C 0.63041 -3.26535 -2.99331
C -0.45552 -3.21405 -3.84295
H -2.28097 -2.10168 -4.34759
H 1.41699 -4.00935 -3.06714
H -0.57211 -3.95323 -4.63225
N -0.30005 -1.46550 -1.73335
P -2.42014 -0.12149 -0.34218
P 2.19556 -0.67543 -0.11074
C -2.37450 -0.31876 -2.21000
H -2.05656 0.64663 -2.63054
H -3.36012 -0.53998 -2.63887
C 1.91671 -2.04397 -1.21662
H 2.72915 -2.76863 -1.31278
C 3.49320 0.19697 -1.33979
C 3.29476 -1.30142 1.37363
C -3.22743 1.58855 -0.06753
C -3.68663 -1.53302 0.00460
C 3.54990 1.67653 -0.95057
H 4.00723 1.82948 0.03440
H 4.16823 2.21176 -1.68788
H 2.55858 2.13831 -0.94327
C 4.89335 -0.42349 -1.30262
H 5.40902 -0.33989 -0.34366
H 4.86891 -1.47510 -1.61332
H 5.51531 0.10588 -2.04276
C 3.06345 0.01774 -2.80215
H 3.57107 0.77048 -3.42124
H 3.33455 -0.97214 -3.18432
H 1.99164 0.13712 -2.95530
C 4.04974 -0.07926 1.92132
H 3.34620 0.73280 2.16284
H 4.56916 -0.35914 2.85106
H 4.80599 0.32219 1.24031
C 2.42105 -1.84147 2.51290
H 1.71068 -1.09056 2.87703
H 1.87134 -2.74169 2.22065
H 3.08338 -2.11131 3.35016
C 4.20173 -2.47261 0.98399
H 4.95940 -2.24272 0.23497
H 4.74076 -2.80073 1.88651
H 3.60629 -3.31935 0.62412
C -4.03575 -1.47055 1.49675
H -4.68307 -2.32782 1.73523
H -3.13608 -1.55726 2.12454
H -4.57990 -0.55852 1.77420
C -3.06895 -2.90742 -0.31632
H -2.74904 -2.96928 -1.36183
H -2.23160 -3.16858 0.32927
H -3.85106 -3.66506 -0.16128
C -4.95715 -1.50841 -0.86255
H -5.57274 -2.36818 -0.55584
H -5.57877 -0.61993 -0.74919
H -4.73112 -1.64605 -1.92658
C -2.51908 2.67357 -0.89422
H -2.60195 2.50039 -1.97463
H -2.99829 3.64319 -0.67757
H -1.45864 2.75674 -0.63301
C -3.05612 1.93113 1.42128
H -1.99265 1.96124 1.69655
H -3.49319 2.92488 1.60717
H -3.56039 1.20723 2.07522
C -4.71075 1.60712 -0.45803
H -4.86632 1.27788 -1.49461
H -5.33362 1.01599 0.22480
H -5.07516 2.64453 -0.39738
Re -0.15378 -0.30388 0.38519
C -0.46406 -1.89750 1.36053
O -0.66384 -2.85553 2.04022
N 0.29800 1.34538 -1.18553
C 0.46973 1.43809 -2.36051
C 0.55815 2.32402 -3.48423
C 0.36447 3.70025 -3.24416
C 0.85813 1.87724 -4.78276
C 0.47000 4.61848 -4.29626
H 0.13505 4.03523 -2.23083
C 0.98221 2.80392 -5.82277
H 0.98346 0.80576 -4.95158
C 0.78899 4.17083 -5.58376
H 0.29466 5.67531 -4.09905
H 1.21986 2.45642 -6.82763
H 0.87355 4.88061 -6.40491
C 1.20448 1.06677 5.26784
N 0.11674 0.66023 4.36465
C -1.12002 0.09533 4.93814
C 0.19344 0.91208 3.09983
N 0.04752 0.62725 1.94246
H 0.85923 0.95383 6.29624
H 1.47773 2.10991 5.07077
H 2.09474 0.44172 5.11112
H -1.97860 0.74895 4.71827
H -1.32855 -0.90480 4.52496
H -0.98949 0.01930 6.02019
```

Values from the calculation:
expectation value of S² = 3.82
spin multiplicity = 4
LUMO level (spin up / spin down) = -0.3324 / -0.4142 Ha
frontier orbital gap (spin up / spin down) = 0.2610 / 0.2071 Eh
total charge = +3

---

Across the entries above, max |F| takes the values 0.17; 6.62 eV Å⁻¹, respectively.